A:
15
Properties=species:S:1:pos:R:3 method="wB97M-V/def2-TZVPD" charge=+1 lumo_energy_ev=-8.63 homo_energy_ev=-11.61
C 0.1730 0.7866 -0.2216
O -0.2069 -0.6302 -0.3489
C 1.2316 0.9637 0.8223
C 0.8426 1.3313 2.2399
N -1.6752 -2.2936 -2.5135
H 0.4728 1.1013 -1.2458
H -0.7565 1.3778 0.0659
H 0.3215 -1.0527 0.3069
H 2.2613 1.2156 0.5070
H -0.0215 2.0002 2.2564
H 1.6668 1.8088 2.7232
H 0.6336 0.4193 2.8000
H -2.5662 -2.7293 -2.3370
H -1.1961 -2.5547 -3.3315
H -1.1809 -1.7440 -1.7232


B:
15
Properties=species:S:1:pos:R:3 method="wB97M-V/def2-TZVPD" charge=+1 lumo_energy_ev=-3.34 homo_energy_ev=-15.63 smiles=C[C@H]([NH3+])CO
C -0.4614 -0.6997 -0.7262
O 0.0781 -1.8504 -0.0166
C -0.2695 0.4048 0.3284
C -0.7587 1.7596 -0.0965
N 1.3041 0.3706 0.5466
H -1.5189 -0.9062 -0.8566
H -0.0018 -0.4967 -1.6978
H -0.2971 -2.6325 -0.4385
H -0.6800 0.1060 1.2741
H -1.8399 1.7281 -0.2498
H -0.6321 2.4619 0.7296
H -0.4699 2.1266 -1.0865
H 1.5331 0.7389 -0.3850
H 1.5315 -0.6193 0.3831
H 1.5645 1.0058 1.2773


Most stable structure: B


A:
15
Properties=species:S:1:pos:R:3 method="wB97M-V/def2-TZVPD" charge=+1 lumo_energy_ev=-9.29 homo_energy_ev=-13.47
C -2.6216 0.8451 -0.4109
C 3.2552 -0.4382 -0.6431
C 2.2708 0.2572 -0.1368
O 0.0425 -0.7947 0.2427
N -2.2377 0.2033 0.7803
H -2.5547 1.9494 -0.3301
H -1.9291 0.5554 -1.1984
H 3.1632 -1.4786 -0.9290
H 4.1632 0.0509 -0.9852
H 1.2156 -0.2189 -0.1374
H 2.4219 1.2567 0.2550
H 0.3083 -1.4942 0.8695
H -3.6396 0.6002 -0.7325
H -1.3597 -0.3418 0.7480
H -2.8569 0.2098 1.5812


B:
15
Properties=species:S:1:pos:R:3 method="wB97M-V/def2-TZVPD" charge=+1 lumo_energy_ev=-3.26 homo_energy_ev=-15.40 smiles=C[NH2+]CCO
O 1.3401 0.5385 0.0867
C 0.3893 1.3492 0.6722
C -0.8922 0.3535 0.6437
N -0.4171 -0.9506 0.1105
C -0.4724 -1.1764 -1.3341
H 2.0756 1.0177 -0.1845
H 0.5924 1.6399 1.7317
H 0.1466 2.1664 -0.0709
H -1.5291 0.9060 -0.0800
H -1.2935 0.2415 1.6224
H -0.9563 -1.6597 0.5450
H 0.6188 -1.1655 0.4074
H -0.4875 -2.2914 -1.5476
H 0.2884 -0.7286 -1.9592
H -1.4046 -0.9388 -1.8218


Most stable structure: B


A:
15
Properties=species:S:1:pos:R:3 method="wB97M-V/def2-TZVPD" charge=+1 lumo_energy_ev=-3.47 homo_energy_ev=-15.29 smiles=C[C@@H]([NH3+])CO
C 1.1863 -0.2646 0.1637
O 1.7493 -0.2181 -1.1541
C -0.2970 -0.3253 -0.0483
C -1.1074 -0.3014 1.2149
N -0.6363 0.8823 -0.9283
H 1.5045 -1.1475 0.7243
H 1.4993 0.6052 0.7310
H 2.6582 -0.5497 -1.1455
H -0.4860 -1.1888 -0.6743
H -0.8699 -1.1889 1.7983
H -2.1732 -0.4062 1.0072
H -0.9513 0.5743 1.8401
H 0.1411 1.5561 -0.9769
H -0.7347 0.5886 -1.9016
H -1.4829 1.3840 -0.6505


B:
15
Properties=species:S:1:pos:R:3 method="wB97M-V/def2-TZVPD" charge=+1 lumo_energy_ev=-5.07 homo_energy_ev=-15.99
C -0.4490 -1.3666 -0.4462
C -0.3708 -0.1156 -1.2841
C 0.9414 1.8544 -0.5455
N 0.0680 0.9504 -0.3259
H -1.2903 -1.3776 0.2429
H 0.3931 -1.5802 0.2165
H -0.4600 -2.2452 -1.0779
H -1.3061 0.1432 -1.7701
H 0.4542 -0.0893 -1.9925
H 1.5514 2.2930 0.2353
H 1.0703 2.2126 -1.5647
H -0.2396 0.9169 0.6529
H -0.4691 -0.0612 3.0926
H 0.0455 -1.2489 2.2413
O 0.0609 -0.2860 2.3253


Most stable structure: A


A:
22
Properties=species:S:1:pos:R:3 method="wB97M-V/def2-TZVPD" lumo_energy_ev=0.66 homo_energy_ev=-11.57 smiles=CC(C)(C#N)C(C)(C)C#N
C -0.5135 1.5578 -1.2364
C -0.5196 0.5218 -0.0400
C -0.4403 1.4432 1.2712
C -1.8825 -0.1775 -0.1064
C 0.6178 -0.5728 -0.0252
C 0.5362 -1.4154 1.2942
C 0.4842 -1.5465 -1.2635
C 1.9647 0.1626 -0.0893
H -1.4219 2.1621 -1.1141
H 0.4266 2.1132 -1.4451
H -0.8445 0.9551 -2.1685
H -0.9575 2.3969 1.1585
H -0.8758 0.9980 2.1678
H 0.5604 1.6116 1.5920
H 0.5727 -0.6505 2.1303
H 1.3271 -2.1445 1.3459
H -0.3981 -1.9442 1.4416
H 0.3439 -1.0098 -2.2282
H 1.3525 -2.2097 -1.2141
H -0.3844 -2.2254 -1.1165
N -2.9423 -0.6785 -0.1228
N 2.9944 0.6526 -0.2316


B:
22
Properties=species:S:1:pos:R:3 method="wB97M-V/def2-TZVPD" lumo_energy_ev=0.99 homo_energy_ev=-9.53 smiles="C=CCC[C@H](C#N)/N=C/C"
C -1.6322 -0.2898 -0.2987
C 0.5185 -1.3071 -0.0110
C 0.3903 -1.7280 1.5028
C -0.2181 0.0759 -0.0941
C 0.7656 -0.7049 2.5745
C 0.0600 0.9590 -2.3048
C -0.0961 0.0471 3.2444
C 0.1074 2.1653 -3.2447
N -2.7041 -0.5508 -0.5188
N 0.2906 1.0909 -1.0478
H 1.6071 -1.0208 -0.1737
H 0.1048 -2.1017 -0.5481
H -0.6334 -2.0229 1.7322
H 0.9026 -2.6501 1.6607
H -0.0020 0.5276 0.9411
H 1.8301 -0.5203 2.7873
H -1.0404 -0.0530 2.9072
H 0.2174 0.7207 4.0535
H -0.2345 0.0483 -2.7415
H 0.6974 1.9758 -4.0664
H -0.0097 3.0378 -2.6563
H -0.9216 2.3009 -3.6978


Most stable structure: A


A:
6
Properties=species:S:1:pos:R:3 method="wB97M-V/def2-TZVPD" lumo_energy_ev=-0.48 homo_energy_ev=-8.54
N -0.6014 -0.5606 0.0559
N -1.2133 0.5286 0.1046
P -0.0050 -1.8659 0.4230
Cl 2.3888 0.4720 -0.1784
H -1.7402 0.6566 -0.7357
H 1.1710 0.7693 0.3307


B:
6
Properties=species:S:1:pos:R:3 method="wB97M-V/def2-TZVPD" lumo_energy_ev=1.04 homo_energy_ev=-9.25 smiles=N#N.PCl
N -2.4908 1.0827 -0.4290
N -1.7826 0.6651 0.3003
P 1.5155 -0.5310 0.3324
Cl 0.1760 -1.7647 -0.3314
H 1.8527 0.0755 -0.8310
H 0.7292 0.4723 0.9586


Most stable structure: B


A:
10
Properties=species:S:1:pos:R:3 method="wB97M-V/def2-TZVPD" lumo_energy_ev=0.53 homo_energy_ev=-9.70
C 0.4185 0.3506 0.2345
C -1.4437 -1.3631 -0.9196
H 1.6888 1.5945 -0.8084
H 1.6905 1.7502 1.0045
H 0.1366 0.2499 2.1401
H -1.6712 -1.3512 0.1421
N 1.3956 1.3309 0.1239
N -0.1364 -0.1911 1.2524
O -2.0398 -2.0103 -1.7555
S -0.0389 -0.3604 -1.4139


B:
10
Properties=species:S:1:pos:R:3 method="wB97M-V/def2-TZVPD" lumo_energy_ev=-0.48 homo_energy_ev=-9.04 smiles="NN(C=O)C=S"
C 0.0880 -1.2660 0.3464
C -0.6863 1.0361 0.6834
H 0.1679 0.5994 -1.8905
H 1.6723 0.5297 -0.9926
H 0.8387 -1.7740 -0.2771
H -0.7944 0.8105 1.9026
N 0.7080 0.0881 -1.1475
N -0.1718 0.0524 -0.0546
O -0.9048 2.0863 0.0979
S -0.9177 -2.1624 1.3319


C:
10
Properties=species:S:1:pos:R:3 method="wB97M-V/def2-TZVPD" lumo_energy_ev=0.41 homo_energy_ev=-8.43
C 0.2284 0.6780 0.4315
C -0.3769 -0.7332 0.3381
N 0.1724 1.1155 1.7887
N -0.2656 0.4588 2.6607
O -0.1974 -2.5908 2.2495
S -0.8341 -1.3306 1.9203
H 1.2514 0.6073 0.0386
H -0.5841 1.3454 -0.0860
H -1.1693 -0.7516 -0.3259
H 0.2804 -1.4996 -0.0780


Most stable structure: A


A:
7
Properties=species:S:1:pos:R:3 method="wB97M-V/def2-TZVPD" lumo_energy_ev="-2.36 / -2.35" homo_energy_ev="-10.25 / -10.23"
N 1.4489 0.2514 0.6925
O -0.8751 -0.0689 -1.9051
P -0.7807 -0.1438 -0.4492
Br -1.6723 -1.9601 0.6696
Br -1.7986 1.4935 0.5963
H 1.7579 0.9377 0.0333
H 1.9198 -0.5097 0.3626


B:
7
Properties=species:S:1:pos:R:3 method="wB97M-V/def2-TZVPD" lumo_energy_ev=-0.13 homo_energy_ev=-10.26 smiles="NP(=O)(Br)Br"
N 0.0005 0.9845 0.4326
O -1.2519 -1.4419 0.6505
P -0.2219 -0.7015 -0.0253
Br -0.3852 -0.3886 -2.1909
Br 1.7487 -1.5106 0.3690
H -0.8230 1.6355 0.5962
H 0.9329 1.4227 0.1680


Most stable structure: B


A:
14
Properties=species:S:1:pos:R:3 method="wB97M-V/def2-TZVPD" lumo_energy_ev=0.67 homo_energy_ev=-7.53
C 0.5982 1.3927 -0.2428
C -0.6746 1.0216 0.4413
C 0.8067 -1.3002 0.7180
C 0.2806 -1.3207 -0.6992
C -1.5534 0.4223 -0.4020
S 1.5899 -0.2134 -0.5399
Cl -2.9816 -0.4876 -0.1140
H 0.9996 1.9568 0.5317
H 0.5118 2.0269 -1.1798
H -0.7602 1.2975 1.4616
H 0.4863 -0.6833 1.5972
H 1.4768 -2.2238 0.9064
H 0.3995 -2.2404 -1.1215
H -1.1795 0.3519 -1.3569


B:
14
Properties=species:S:1:pos:R:3 method="wB97M-V/def2-TZVPD" lumo_energy_ev=-0.63 homo_energy_ev=-9.07 smiles="CC(C)=CC(=S)Cl"
C 0.5445 0.4154 0.8150
C 0.2033 -0.1350 -0.3405
C -0.3650 1.2190 1.9442
C 1.1695 -1.1663 -0.9927
C -1.1676 -0.0620 -0.9001
S 0.0898 1.2811 3.5272
Cl -1.6644 2.2522 1.3279
H 1.5161 0.3764 1.3828
H 1.2672 -1.0028 -2.0434
H 2.1476 -1.0722 -0.7531
H 0.6957 -2.0333 -0.7703
H -1.9799 0.2763 -0.2418
H -1.0667 0.6561 -1.7474
H -1.3900 -1.0050 -1.2078


Most stable structure: B